Record 1
ORCA calculation (the ωB97M-V functional and the def2-TZVPD basis) on C60H44ClN5O6P2SY as an isolated structure at a distorted geometry.

As for the total charge: -1. Its total energy is -125656.20173 eV. As for the highest occupied orbital energy: -5.3394 eV.

Structure (XYZ):
```
120
C60H44ClN5O6P2SY, DFT the ωB97M-V functional and the def2-TZVPD basis
Y -0.8450 -0.9751 0.0279
Cl -2.6198 0.4469 8.1160
S 2.3522 0.4993 -2.7468
P 2.2046 0.0193 0.6380
P -0.5981 1.4835 -1.7240
O 2.8640 0.4127 -4.1514
O 0.0656 -0.8518 2.1180
O -2.2569 -1.9314 1.4825
O 0.6793 -2.0282 -1.1671
O 3.0469 -2.2359 -2.5792
O -1.1480 0.9027 1.5830
N -4.7644 0.7562 0.3054
N -5.0733 2.3355 2.1846
N -2.7801 -0.1536 -0.7709
N -1.8513 -2.9733 -0.8054
N -3.0809 -3.2663 -0.2060
C -3.0408 4.1332 0.1778
C -0.8494 0.9503 -3.4661
C 2.3480 -2.6582 1.4450
C 0.8563 -4.4222 -4.5471
C 2.9174 4.4877 -2.5474
C -4.8818 1.6019 1.3070
C 3.8228 0.4484 -1.7048
C -4.0141 3.7870 -1.9887
C -5.8930 -2.0670 3.4886
C 3.7732 -3.6016 3.1378
C 1.8959 3.7058 3.4456
C 3.0921 3.1265 -2.7176
C 3.8567 -1.2483 2.6363
C -1.1354 0.0124 -6.0819
C -4.4861 -2.7663 1.6590
C -1.2188 -0.3696 -3.7130
C -1.2659 -0.7312 6.0860
C 2.0536 2.2501 -2.4323
C -1.5966 -3.6737 -1.8452
C 1.6869 4.9593 -2.1088
C 1.8479 2.4344 3.9966
C 2.7900 -3.7548 2.1704
C -2.0099 3.2661 -0.1469
C -5.5100 -3.5888 1.1955
C -6.7136 -3.6534 1.8801
C 3.8743 -2.9088 -1.6393
C -1.9652 2.6576 -1.4036
C -2.9769 2.9187 -2.3174
C 4.3037 -2.3406 3.3703
C 0.8001 2.6951 -2.0143
C -0.8216 -0.8111 4.7743
C -4.0467 4.3976 -0.7450
C -1.1620 0.1790 3.8643
C 3.7641 0.4633 -0.3142
C -2.0550 0.3443 6.4631
C -0.3624 -3.5992 -2.6208
C 1.9223 -2.9390 -2.9595
C -2.4169 1.3340 5.5648
C -3.7021 0.3446 -0.2420
C 1.9679 -3.6927 -4.1131
C 0.7368 -2.8153 -2.2008
C -0.2887 -4.3838 -3.7797
C 0.6448 4.0771 -1.8599
C -0.7775 1.3353 -5.8507
C 2.1981 1.4418 1.8156
C 4.9659 0.7343 0.3457
C 2.2494 2.7302 1.2744
C -1.9645 1.2423 4.2571
C 6.1685 0.8668 -0.3311
C 6.2058 0.7200 -1.7128
C 5.0212 0.5315 -2.4045
C -0.6298 1.7981 -4.5519
C -6.9093 -2.8916 3.0276
C 1.9990 1.3127 3.1874
C 2.1000 3.8500 2.0777
C -3.1795 -2.6463 0.9361
C -4.6835 -2.0079 2.8079
C -0.7236 0.0969 2.4412
C -1.3544 -0.8410 -5.0112
C 2.8749 -1.3848 1.6559
H 3.4139 -2.9243 -0.6503
H -7.8539 -2.9378 3.5562
H -3.0833 4.5719 1.1661
H 7.0760 1.0694 0.2239
H -2.9768 2.4274 -3.2823
H 2.3572 -4.7287 1.9782
H -1.6158 -1.8785 -5.1768
H 2.8952 -3.6886 -4.6739
H 1.9260 0.3275 3.6304
H -4.8086 3.9655 -2.7033
H -2.3514 -4.3963 -2.1578
H 1.5271 6.0219 -1.9724
H 1.7683 4.5782 4.0743
H -1.2338 -0.3529 -7.0967
H 4.2651 -0.2750 2.8738
H 4.8139 -2.3592 -1.5911
H -1.2537 3.0307 0.5919
H -6.0436 -1.4586 4.3716
H 0.8996 -5.0110 -5.4534
H 4.0655 -3.9345 -1.9682
H -2.2507 1.9845 3.5225
H 4.1174 -4.4547 3.7100
H -0.3259 2.8251 -4.3840
H 2.1340 4.8361 1.6301
H 7.1458 0.7812 -2.2479
H 4.0393 2.7353 -3.0743
H -7.5082 -4.2920 1.5131
H -0.5948 2.0038 -6.6829
H -0.2154 -1.6430 4.4392
H 4.9863 0.4597 -3.4854
H 4.9648 0.8516 1.4205
H -1.0159 -1.4956 6.8094
H -5.3466 -4.1632 0.2934
H -3.0502 2.1510 5.8820
H -1.1611 -4.9644 -4.0624
H 2.4041 2.8670 0.2095
H 1.6751 2.3053 5.0584
H -1.4077 -1.0493 -2.8929
H -3.8834 -1.3629 3.1490
H 3.7305 5.1713 -2.7572
H 5.0631 -2.1986 4.1299
H 1.5917 -2.8024 0.6865
H -4.8690 5.0497 -0.4784
H -0.3079 4.4800 -1.5501
```

---

Record 2
ORCA calculation (the ωB97M-V functional and the def2-TZVPD basis) on C60H45BiBrCl2N2O3P3Si as an isolated structure at a distorted geometry.

Its total energy is -208745.36825 eV. As for the highest occupied orbital energy: -7.5389 eV.

Structure (XYZ):
```
118
C60H45BiBrCl2N2O3P3Si, DFT the ωB97M-V functional and the def2-TZVPD basis
Bi -19.9891 9.1286 6.7797
Br -24.7303 4.6905 11.1203
Cl -18.7584 8.9506 9.0449
Cl -20.7079 7.8890 2.1397
P -18.9528 7.1686 4.3684
P -19.7358 12.0987 6.6629
P -22.6849 10.7672 3.0935
Si -19.7908 10.7021 3.2540
O -21.6561 10.2680 5.4163
O -21.6171 9.6006 8.1946
O -21.5550 7.4846 7.5737
N -23.6409 8.6170 11.7622
N -21.3673 10.5082 4.0667
C -24.1110 7.3905 11.8839
C -24.9593 12.3557 2.8641
C -17.9934 14.4961 3.1103
C -17.7814 6.4606 5.6717
C -25.7820 7.4660 2.9686
C -16.9807 13.4267 10.1211
C -19.0607 3.1121 2.0946
C -18.7094 12.6923 8.0478
C -18.3984 5.6543 6.6715
C -18.6479 13.3029 2.8475
C -18.3105 13.8025 10.1519
C -23.3595 6.8015 9.6889
C -17.6671 5.1403 7.7393
C -18.9851 12.9392 5.1787
C -19.6973 3.2852 3.2886
C -22.9668 8.9287 10.6155
C -25.5668 13.6193 2.8401
C -15.9374 9.9844 2.1821
C -17.3700 12.2362 8.0358
C -17.7867 14.8894 4.4101
C -17.8450 8.3445 3.4442
C -23.8635 9.4419 2.9933
C -21.8859 11.0554 1.5264
C -18.4045 4.1915 1.4674
C -17.1227 10.4868 2.6807
C -23.6924 13.2077 7.1930
C -20.4927 10.9720 1.5164
C -23.6387 12.2695 3.3402
C -25.7603 8.3808 4.0274
C -22.4764 15.2021 6.9818
C -15.6677 6.1933 6.8871
C -19.1538 13.4915 9.0882
C -23.6925 14.5969 7.2300
C -18.4046 5.4345 2.0823
C -18.2305 14.0829 5.4474
C -16.3741 6.7041 5.7991
C -21.9540 8.3716 8.3836
C -22.9529 13.3858 3.7237
C -24.0216 6.4678 10.8422
C -24.8671 14.7441 3.1463
C -20.5101 11.4111 -0.8463
C -18.1333 9.7148 3.2389
C -21.3154 13.0600 6.8514
C -23.8396 8.5033 1.9317
C -19.1039 12.4590 3.8449
C -24.8013 7.5026 1.9818
C -16.5069 12.6751 9.0263
C -16.3008 5.3888 7.8387
C -23.5655 14.6343 3.6217
C -24.7983 9.3979 3.9970
C -19.6338 4.5230 3.9352
C -22.5325 12.4243 7.0587
C -15.6902 8.6259 2.3062
C -19.8408 11.1124 0.2994
C -19.0076 5.6057 3.3389
C -22.7951 8.0349 9.5725
C -21.3123 14.4544 6.7731
C -22.5886 11.3626 0.3567
C -16.6128 7.8614 2.9760
C -21.8689 11.5625 -0.8082
H -24.6263 12.6616 7.2777
H -14.7996 8.1645 1.9355
H -16.3114 6.8091 3.1040
H -23.3035 6.1334 8.8414
H -15.4645 12.4207 8.9583
H -15.7307 4.9620 8.6415
H -17.8814 4.0555 0.5057
H -18.9878 2.1058 1.6025
H -17.2369 11.5649 2.5944
H -18.7488 13.0192 1.8013
H -18.7732 11.0062 0.3091
H -23.6738 11.3973 0.3366
H -18.7352 14.3002 11.0086
H -18.0747 14.4091 6.4828
H -22.3930 16.2970 6.9714
H -22.4408 11.7722 -1.7165
H -22.6309 11.3355 7.1427
H -26.4962 8.3564 4.8064
H -26.5720 13.7770 2.4012
H -23.0339 8.5457 1.1919
H -18.1065 4.5553 8.5327
H -16.3159 13.7578 10.8492
H -24.8947 6.7615 1.1851
H -17.6741 15.0999 2.2589
H -19.4413 5.4208 6.5902
H -23.0275 15.5301 3.9079
H -20.2210 2.4828 3.7839
H -17.0007 11.5771 7.2713
H -24.5896 15.1884 7.3177
H -15.8054 7.2409 5.0931
H -24.6523 7.1081 12.7685
H -20.0099 11.4324 -1.8219
H -14.6006 6.3442 6.9734
H -15.2713 10.6041 1.6063
H -26.5659 6.7558 2.9334
H -25.3367 15.6915 3.0222
H -22.4624 9.8938 10.6311
H -24.8530 10.1624 4.7714
H -20.1636 4.5903 4.8804
H -17.9128 6.2261 1.5331
H -17.2219 15.7791 4.6606
H -21.9260 13.3679 4.0383
H -20.1781 13.7382 9.1458
H -25.5164 11.4563 2.5140
H -20.3774 14.9612 6.5400
```

---

Record 3
ORCA calculation (the ωB97M-V functional and the def2-TZVPD basis) on C60H49Cl5InN4O2S3Si as an isolated structure at a distorted geometry.

As for the total charge: +1. Its total energy is -181227.77025 eV. As for the highest occupied orbital energy: -9.8151 eV.

Structure (XYZ):
```
125
C60H49Cl5InN4O2S3Si, DFT the ωB97M-V functional and the def2-TZVPD basis
In -1.3062 1.3115 0.3843
Cl -1.3355 5.4759 -3.7741
Cl -1.5774 2.4359 -2.6729
Cl 0.7602 7.0449 0.7990
Cl -0.1249 4.2774 2.1584
Cl -0.1877 7.6416 -1.9858
S 2.9968 -1.4632 -0.1601
S 0.2816 -1.9521 -0.2234
S 2.1869 1.1396 0.9492
Si -3.8284 0.7784 0.1470
O -4.0238 1.8881 3.9061
O -1.4534 0.9260 2.8322
N 1.7898 -1.9018 -1.0080
N -0.5089 -0.7567 -0.0090
N 2.8473 -0.3972 0.9414
N 0.8311 1.3612 1.4330
C 4.2742 3.9792 2.8685
C 0.9545 -5.1157 2.1792
C 5.5114 1.9972 3.1832
C -4.9120 1.4213 -2.4646
C 0.5806 -4.6154 3.3897
C 4.4186 -3.7838 -0.0709
C -4.8372 2.2233 0.7282
C -3.3734 -0.3860 -2.2232
C 4.5909 1.2848 2.4615
C 0.0012 5.7884 -0.0719
C 2.4639 1.7593 -0.7406
C -4.0238 -2.8219 2.2564
C 0.2849 -2.4191 2.4346
C 3.3990 3.3157 -2.3440
C 5.3983 3.3687 3.4198
C 3.2975 3.2995 2.1116
C -3.3330 -0.5419 -3.5862
C 1.6028 1.7988 -2.9337
C -0.9420 3.7461 -1.7336
C -6.1746 4.4911 1.7287
C -4.8830 4.6161 1.2281
C -2.4840 -4.2637 -1.9404
C -6.8191 3.2571 1.6718
C 3.9702 -2.7115 2.0804
C -5.3646 -1.6559 0.0885
C -1.7638 -4.9293 -2.9422
C -0.7188 3.4574 -0.3898
C 4.9559 -4.8670 0.5615
C -4.1016 0.6447 -1.6772
C 3.6384 -0.8035 -2.8060
C -4.0003 0.3869 -4.4000
C 3.4910 1.9469 1.8641
C 0.2772 -3.2725 3.5405
C -4.8407 1.3448 -3.8562
C -0.4273 -4.6960 -3.1048
C -0.4821 -3.1323 -1.3339
C -0.3111 4.5375 0.4254
C 5.7395 0.2016 -3.3318
C -6.1695 2.1311 1.1817
C -4.1817 3.5085 0.7695
C 4.5094 -0.2501 -3.7333
C 1.0542 -4.3092 1.0633
C 4.5787 -3.8005 2.7139
C 6.2115 -0.0123 -2.0286
C -1.8087 -3.3997 -1.1020
C 5.0626 -4.8336 1.9137
C -3.7128 -1.5305 1.8838
C 3.3892 2.7528 -1.0760
C -0.7479 5.0233 -2.2245
C -4.3526 -0.9365 0.7660
C 0.6197 -2.9600 1.2212
C -5.5990 -2.9940 0.4836
C -4.9025 -3.6035 1.5332
C 0.2184 -3.7415 -2.3354
C 2.4985 2.8147 -3.2792
C 3.9505 -2.7204 0.6724
C 4.0736 -1.0139 -1.4777
C 5.3553 -0.6369 -1.0791
C 1.5351 1.3021 -1.6813
C -0.3253 6.0300 -1.4127
H -3.5063 -3.3008 3.0715
H -0.0199 -2.8745 4.5013
H 4.0872 -0.0650 -4.7176
H 4.1416 5.0619 2.9463
H -5.5235 2.2054 -1.9672
H 6.4322 0.6720 -4.0134
H -6.6710 1.1779 1.1455
H 4.3794 -3.7608 -1.1393
H -3.1550 3.6262 0.4538
H 1.2608 -3.4683 -2.4204
H -2.8154 -1.2850 -4.1005
H -2.3283 -5.5397 -3.6231
H 4.5992 -3.8055 3.7851
H -6.6734 5.3505 2.2118
H 3.5816 -1.8555 2.6254
H 2.5692 3.2133 -4.2690
H -2.3244 -3.0640 -0.2149
H -2.2359 1.2988 3.2629
H 4.7075 0.1956 2.2902
H 2.4320 3.8335 1.7060
H 4.1333 3.0551 -0.3551
H -0.0449 -1.4362 2.5144
H -3.5571 -4.4411 -1.7874
H -0.6231 1.3325 3.1332
H 6.0890 3.9216 3.9723
H -6.3098 -3.5734 -0.1356
H -2.9152 -1.0074 2.4039
H -5.9620 -1.2565 -0.7128
H -4.7743 2.4416 3.5204
H -2.7753 -1.0103 -1.5987
H -4.4037 5.5906 1.0664
H 7.2424 0.2284 -1.8066
H -4.4370 1.1812 4.3981
H 1.1638 -6.1680 1.9950
H -5.3687 2.0154 -4.5903
H 2.5980 -1.0016 -3.0647
H 4.0800 4.0861 -2.5809
H -5.0604 -4.6022 1.8312
H -3.9831 0.2802 -5.5219
H 0.3782 -5.2807 4.1520
H 0.7621 0.5822 -1.3559
H 5.7322 -0.9086 -0.0907
H -7.8666 3.2041 2.0186
H 5.4923 -5.6786 2.3806
H 0.9553 1.4482 -3.7283
H 1.1834 -4.6831 0.0712
H 6.4026 1.4532 3.5397
H 5.2437 -5.6973 -0.0278
H 0.0256 -5.1713 -3.9348
```

---

Record 4
ORCA calculation (the ωB97M-V functional and the def2-TZVPD basis) on C60H50HfNO2P2SSe as an isolated structure at a distorted geometry.

As for the total charge: +3. Its total energy is -164655.01954 eV. As for the highest occupied orbital energy: -14.7505 eV.

Structure (XYZ):
```
118
C60H50HfNO2P2SSe, DFT the ωB97M-V functional and the def2-TZVPD basis
Hf -1.1520 1.1387 1.5193
Se -0.3626 3.2177 3.5398
S 0.3043 -0.4779 -1.1870
P 2.9752 0.3288 1.0592
P -0.8274 2.2820 -2.1556
O -0.8086 -0.0939 0.1271
O 1.5740 3.1422 0.8364
N -1.7680 3.9948 6.0917
C 3.9599 -0.0277 5.0238
C -1.7270 4.4258 -3.5420
C -1.5567 4.4970 -0.5129
C -5.3471 -1.6062 1.6277
C 3.9551 1.9354 3.0466
C 0.8819 -2.0192 -0.5539
C 4.4002 2.2297 4.3461
C 0.7982 4.8014 -4.8116
C -1.7344 3.1436 -0.8659
C -1.5372 5.5116 -4.4044
C -2.7895 -0.8035 -3.8665
C -0.6818 3.5209 -3.4107
C 0.5929 3.6987 -4.0372
C 0.8494 2.3124 1.1561
C -2.1665 1.2439 -2.7714
C -1.9797 0.0782 3.4488
C -1.3002 -2.5873 -4.2715
C -0.7962 -0.6196 3.7400
C 1.5645 -4.7215 -0.2658
C -0.7057 -0.7953 -2.7033
C 5.6836 1.0777 0.6891
C -1.8729 -0.0950 -3.0451
C 3.5852 -5.7444 0.6427
C 6.7156 1.6529 -0.0350
C -3.4410 1.6787 -3.0253
C -2.4832 2.2650 0.0230
C 5.2252 1.8533 -1.9401
C -2.5833 -2.0863 -4.4302
C -3.1396 -0.6360 3.0388
C 4.1899 1.2859 -1.1877
C 2.1252 -2.3069 0.0953
C 3.0971 -1.4714 0.7079
C -2.7791 4.1359 1.5881
C 4.3058 -2.0154 1.1504
C 4.3607 1.2612 5.3297
C -4.3808 0.8836 -3.7084
C -0.3001 5.6923 -4.9854
C -3.0627 2.7858 1.2349
C 0.3361 -4.3692 -0.7804
C -0.0236 -2.9967 -0.8335
C 6.4744 2.0895 -1.3517
C -3.0712 -1.9771 2.5906
C 3.6555 -4.2442 0.7347
C -4.3433 -2.6257 2.1037
C 0.2847 -0.1506 4.6988
C -4.7283 -1.2760 -5.1912
C 2.2799 -6.0461 -0.1446
C 3.4717 0.6481 2.7390
C -0.3925 -1.9497 -3.3989
C 4.3952 0.9626 0.1571
C 3.5526 -0.3556 3.7456
C -3.8133 -2.5525 -5.1708
C -4.0604 -0.3334 -4.2031
C -1.8002 -2.5755 2.5916
C 2.4530 -3.6789 0.1457
C 4.5902 -3.3846 1.2400
C -0.7678 -1.9562 3.3092
C -1.2220 3.6190 5.0920
C -1.9986 4.9526 0.7477
C -4.1153 -3.7432 1.0737
H 4.4655 -6.1027 0.0542
H -3.8621 2.2359 1.7278
H 3.2138 1.0466 -1.6975
H -1.6876 5.9599 1.0277
H -3.5530 -2.9077 -6.1830
H -0.9745 -3.5154 -4.7064
H 2.4210 -6.4482 -1.1631
H -1.0321 -2.7015 -1.1107
H 4.7115 1.4670 6.3336
H -3.1888 4.5405 2.5309
H -5.0605 -4.1538 0.7045
H -4.1336 -0.2038 3.1345
H -6.1320 -2.1158 1.0507
H 4.0578 -0.8109 5.7998
H -2.3183 6.1559 -4.7313
H 3.1989 -1.3804 3.4995
H -1.5895 -3.5109 2.0789
H -5.3761 1.3295 -3.8999
H -4.7364 -0.8201 -6.2008
H 5.0504 2.1072 -2.9909
H -4.8711 -0.8479 0.9684
H -2.6369 4.3379 -2.9360
H 7.2960 2.4953 -1.9277
H -0.3605 -5.1362 -1.1437
H 0.2010 -2.4553 3.4345
H 7.7077 1.7584 0.4318
H -1.0857 5.1807 -1.2208
H 0.5792 -2.4190 -3.2958
H -2.8859 1.2922 -0.3336
H 1.7338 4.9558 -5.3221
H 5.9412 0.6789 1.6836
H -5.8419 -1.1060 2.4655
H -4.7338 -3.0951 3.0229
H 5.5444 -3.7606 1.7405
H -3.5976 -4.5874 1.5759
H 1.2644 -0.0479 4.1634
H -4.2911 -3.3289 -4.6049
H 0.0537 0.8244 5.1284
H 5.0626 -1.3111 1.5166
H 4.0524 2.7053 2.2749
H 1.3822 2.9414 -3.9134
H 1.6555 -6.7984 0.3570
H -3.8079 2.6381 -2.6998
H -5.7625 -1.4615 -4.9736
H -2.1382 1.0288 3.9170
H 4.6989 3.2575 4.5354
H 0.3899 -0.9106 5.4885
H -3.5280 -3.3705 0.2167
H -0.0697 6.5376 -5.6569
H 3.5565 -6.1915 1.6078
```